Record 1
C54H62N6O36S5 | ωB97M-V/def2-TZVPD

Geometry as ORCA input:
```
! RIJCOSX wB97M-V def2-TZVPD def2/J DEFGRID3
* xyz 0 1
C -22.88 -14.81 -32.61
C -23.11 -15.95 -31.62
O -24.53 -16.09 -31.61
S -25.13 -15.89 -33.10
O -26.28 -15.07 -33.01
O -25.16 -17.15 -33.75
O -23.84 -15.09 -33.63
H -21.90 -14.90 -33.06
H -23.13 -13.84 -32.19
H -22.73 -15.78 -30.62
H -22.64 -16.87 -31.97
C -24.77 -14.57 -24.05
C -23.82 -14.21 -22.94
O -24.51 -14.63 -21.77
S -26.12 -14.47 -21.94
O -26.53 -13.25 -21.33
O -26.81 -15.68 -21.69
O -26.06 -14.24 -23.54
H -24.79 -15.65 -24.22
H -24.62 -14.17 -25.05
H -23.62 -13.14 -22.90
H -22.91 -14.78 -23.08
C -21.88 -10.35 -29.66
C -22.77 -10.98 -28.56
O -23.91 -10.12 -28.43
S -23.52 -8.63 -28.80
O -22.90 -8.01 -27.68
O -24.50 -7.89 -29.50
O -22.50 -9.09 -29.96
H -21.90 -10.94 -30.57
H -20.85 -10.19 -29.34
H -22.19 -11.07 -27.64
H -23.24 -11.91 -28.85
C -28.11 -18.54 -24.98
C -27.81 -17.23 -24.29
O -28.88 -16.98 -23.41
S -30.22 -17.64 -23.99
O -31.15 -16.66 -24.41
O -30.64 -18.62 -23.05
O -29.51 -18.35 -25.26
H -27.98 -19.39 -24.31
H -27.48 -18.54 -25.87
H -27.67 -16.37 -24.96
H -26.88 -17.30 -23.73
C -29.20 -10.84 -26.87
C -29.24 -10.82 -25.35
O -28.01 -11.41 -24.96
S -27.56 -12.56 -25.97
O -28.12 -13.81 -25.59
O -26.19 -12.46 -26.32
O -28.43 -11.99 -27.20
H -28.73 -9.89 -27.17
H -30.16 -10.92 -27.37
H -30.08 -11.41 -24.96
H -29.44 -9.86 -24.89
C -29.81 -10.02 -34.08
C -29.75 -11.41 -33.97
C -29.95 -12.00 -32.75
C -30.18 -11.21 -31.63
C -30.28 -9.83 -31.74
C -30.11 -9.23 -32.98
N -30.45 -11.85 -30.33
O -30.18 -13.03 -30.22
O -30.96 -11.17 -29.47
H -29.52 -9.55 -35.01
H -29.54 -11.97 -34.87
H -29.90 -13.07 -32.54
H -30.46 -9.25 -30.85
H -30.28 -8.17 -33.07
C -35.43 -17.28 -31.21
C -35.15 -16.23 -32.07
C -33.84 -15.76 -32.18
C -32.83 -16.36 -31.48
C -33.11 -17.37 -30.56
C -34.41 -17.82 -30.43
N -31.48 -15.84 -31.56
O -30.63 -16.38 -30.88
O -31.26 -14.91 -32.32
H -36.41 -17.72 -31.17
H -35.87 -15.85 -32.78
H -33.66 -14.90 -32.81
H -32.33 -17.78 -29.94
H -34.59 -18.60 -29.71
C -27.53 -8.01 -31.08
C -26.77 -7.85 -32.23
C -25.85 -8.83 -32.60
C -25.74 -9.99 -31.87
C -26.55 -10.15 -30.74
C -27.47 -9.20 -30.37
N -24.70 -10.97 -32.17
O -24.55 -11.91 -31.41
O -23.97 -10.73 -33.11
H -28.27 -7.24 -30.88
H -26.79 -6.93 -32.79
H -25.10 -8.60 -33.35
H -26.38 -11.08 -30.21
H -28.05 -9.34 -29.47
C -30.07 -18.67 -28.60
C -29.73 -19.10 -29.87
C -30.50 -20.07 -30.49
C -31.63 -20.56 -29.85
C -31.99 -20.12 -28.59
C -31.18 -19.18 -27.97
N -32.45 -21.53 -30.56
O -31.95 -22.19 -31.44
O -33.64 -21.56 -30.27
H -29.51 -17.84 -28.18
H -28.92 -18.65 -30.43
H -30.30 -20.32 -31.52
H -32.86 -20.52 -28.08
H -31.44 -18.88 -26.96
C -28.27 -17.86 -32.87
C -28.17 -19.19 -33.27
C -28.66 -19.58 -34.50
C -29.14 -18.61 -35.36
C -29.18 -17.27 -35.03
C -28.76 -16.91 -33.76
N -29.64 -19.04 -36.67
O -29.58 -20.22 -36.96
O -30.09 -18.19 -37.41
H -27.94 -17.52 -31.90
H -27.81 -19.93 -32.56
H -28.61 -20.59 -34.89
H -29.55 -16.53 -35.73
H -28.84 -15.91 -33.37
C -22.00 -19.18 -30.20
C -22.64 -18.44 -29.22
C -23.99 -18.63 -28.98
C -24.72 -19.46 -29.81
C -24.07 -20.23 -30.77
C -22.71 -20.12 -30.95
N -26.13 -19.68 -29.54
O -26.73 -20.56 -30.12
O -26.65 -18.97 -28.69
H -20.95 -19.01 -30.38
H -22.11 -17.69 -28.65
H -24.49 -18.14 -28.15
H -24.71 -20.91 -31.33
H -22.23 -20.74 -31.70
O -25.31 -16.10 -26.99
C -26.10 -15.69 -27.79
O -27.40 -16.04 -27.76
C -28.17 -15.24 -28.66
C -27.12 -14.91 -29.73
C -25.88 -14.69 -28.92
H -28.58 -14.34 -28.19
H -29.01 -15.73 -29.15
H -27.41 -14.02 -30.30
H -27.11 -15.70 -30.48
H -25.80 -13.68 -28.51
H -24.88 -14.89 -29.32
O -32.44 -11.69 -26.11
C -32.26 -12.71 -26.71
O -33.08 -13.11 -27.70
C -32.66 -14.38 -28.28
C -31.27 -14.58 -27.68
C -31.28 -13.83 -26.38
H -32.62 -14.26 -29.35
H -33.40 -15.10 -27.92
H -30.58 -14.17 -28.42
H -30.94 -15.63 -27.58
H -30.34 -13.39 -26.09
H -31.70 -14.35 -25.51
*
```

**Orbital gap**: 0.3179 hartree
**E_tot**: -193810.5783 eV
**HOMO**: -9.9 eV



Record 2
C54H64N5O2PPbS2 | ωB97M-V/def2-TZVPD

Geometry as ORCA input:
```
! RIJCOSX wB97M-V def2-TZVPD def2/J DEFGRID3
* xyz -2 1
Pb -0.30 -0.51 -0.16
C -0.96 -3.91 -1.15
N 0.29 -3.49 -0.53
C 0.60 -4.26 0.69
C 0.98 -3.40 1.90
C -0.21 -2.95 2.75
N -1.18 -2.13 2.05
C -2.34 -2.05 2.57
C -3.48 -1.31 2.09
C -4.57 -1.18 2.97
C -5.70 -0.48 2.64
C -5.77 0.13 1.38
C -4.75 0.00 0.48
C -3.56 -0.74 0.77
O -2.68 -0.91 -0.14
C 1.40 -3.50 -1.47
C 2.72 -0.98 -1.92
C 3.05 0.24 -1.08
N 2.06 0.54 -0.06
C 2.53 0.85 1.10
C 1.86 1.42 2.21
C 2.62 1.62 3.35
C 2.33 2.66 4.36
C 0.37 4.43 4.31
C -0.54 4.07 3.41
C 0.57 2.19 2.08
O -0.43 1.56 1.25
H -0.92 -4.95 -1.53
H -1.19 -3.24 -1.98
H -1.76 -3.83 -0.42
H 1.45 -4.93 0.47
H -0.26 -4.89 0.94
H 1.54 -2.53 1.56
H 1.63 -3.98 2.55
H 0.19 -2.37 3.60
H -0.70 -3.84 3.19
H -2.54 -2.60 3.51
H -4.49 -1.64 3.95
H -6.53 -0.40 3.33
H -6.65 0.70 1.11
H -4.79 0.47 -0.50
H 1.07 -3.09 -2.43
H 1.82 -4.50 -1.64
H 1.71 -0.91 -2.32
H 3.42 -1.08 -2.74
H 3.12 1.10 -1.76
H 4.05 0.09 -0.63
H 3.61 0.68 1.27
H 3.55 1.08 3.46
H 2.79 2.45 5.33
H 0.67 5.38 4.74
H -1.30 4.61 2.85
C 3.55 4.70 -0.65
C 2.35 5.18 0.19
C 2.55 6.63 0.62
C 2.10 4.23 1.36
C 3.06 4.21 2.36
C 3.24 3.57 3.58
C 0.87 3.02 4.54
C -0.13 2.60 3.42
C -1.21 1.58 3.84
C -0.55 0.27 4.26
C -2.10 2.12 4.96
C 0.91 3.44 1.24
N 0.03 3.63 0.32
C -1.00 2.63 0.43
C -1.55 2.22 -0.90
C -2.46 2.99 -1.58
C -2.68 2.34 -2.81
C -1.90 1.20 -2.80
N -1.19 1.12 -1.63
C -1.84 0.15 -3.89
C -0.40 -0.29 -4.14
C -2.69 -1.07 -3.47
C -2.40 0.70 -5.21
H 3.67 5.31 -1.54
H 3.40 3.67 -0.95
H 4.48 4.76 -0.07
H 1.47 5.12 -0.44
H 3.50 6.77 1.14
H 1.74 6.93 1.29
H 2.54 7.30 -0.25
H 3.91 4.85 2.13
H 4.22 3.68 4.02
H 0.55 2.65 5.52
H -1.84 1.38 2.98
H 0.13 0.42 5.11
H 0.03 -0.14 3.43
H -1.31 -0.46 4.56
H -1.53 2.28 5.88
H -2.89 1.40 5.18
H -2.56 3.06 4.68
H -1.85 3.05 1.00
H -2.91 3.91 -1.23
H -3.35 2.67 -3.59
H 0.00 -0.75 -3.23
H 0.23 0.57 -4.39
H -0.34 -1.02 -4.95
H -2.55 -1.28 -2.41
H -2.43 -1.96 -4.06
H -3.75 -0.85 -3.62
H -1.83 1.58 -5.52
H -3.45 0.98 -5.10
H -2.32 -0.06 -5.99
S 5.79 -6.17 -3.56
P 4.76 -4.65 -2.72
S 2.82 -2.50 -0.90
C 5.85 -4.02 -1.36
C 6.06 -2.66 -1.07
C 6.76 -2.27 0.06
C 7.25 -3.22 0.95
C 7.04 -4.57 0.68
C 6.35 -4.96 -0.46
C 5.02 -3.27 -3.94
C 3.93 -2.82 -4.68
C 4.07 -1.82 -5.63
C 5.31 -1.25 -5.85
C 6.42 -1.72 -5.16
C 6.27 -2.73 -4.22
H 5.69 -1.91 -1.75
H 6.92 -1.22 0.25
H 7.78 -2.91 1.84
H 7.42 -5.32 1.37
H 6.20 -6.01 -0.68
H 2.95 -3.26 -4.49
H 3.20 -1.47 -6.18
H 5.42 -0.44 -6.57
H 7.40 -1.29 -5.34
H 7.14 -3.11 -3.69
*
```

**Orbital gap**: 0.2101 hartree
**E_tot**: -104788.8981 eV
**HOMO**: -1.8 eV